# 1
C15H21N5O2 in the gas phase, computed with ωB97M-V/def2-TZVPD.

The structure (SMILES) is CCn1nnc(NC(=O)COc2cc(C)ccc2C(C)C)n1. The HOMO energy comes out at -8.45 eV. The total energy is -27426.9035 eV. The net charge is 0. The largest force on an atom comes out at 16.76 eV/Å. As for the energy above the lowest of the compared OMol25 structures with the same formula, charge and spin: 365.0 kcal/mol. Its orbital gap is 8.704 eV. The calculation puts the LUMO energy at 0.00945 Ha.

Each line ends with the Mulliken charge.
Element x y z (Å)
C  -4.78  -1.61  2.26  -1.2562
C  -5.23  -0.41  1.51  -0.2895
N  -4.57  0.02  0.54  0.9715
N  -5.12  0.07  -0.54  -0.6242
N  -4.10  0.53  -1.64  -0.5094
C  -3.02  0.62  -0.86  0.3064
N  -1.81  1.11  -1.30  -0.0529
C  -0.67  1.12  -0.73  0.7002
O  -0.43  0.65  0.43  -0.6299
C  0.61  1.52  -1.51  -0.7102
O  1.82  1.30  -1.05  -0.1943
C  2.20  0.03  -0.44  0.2996
C  1.68  -1.28  -0.88  -0.5308
C  2.12  -2.41  -0.48  0.5675
C  1.42  -3.74  -0.99  -1.9811
C  3.43  -2.28  0.12  -0.5314
C  3.93  -1.17  0.67  -0.9659
C  3.41  0.02  0.10  0.6356
C  3.97  1.42  0.77  0.6881
C  3.37  1.93  1.94  -1.1314
C  5.60  1.05  0.85  -2.4573
N  -3.18  0.30  0.50  -0.4403
H  -5.22  -1.86  3.08  0.4483
H  -4.88  -2.28  1.40  0.2893
H  -3.71  -1.64  2.36  0.3405
H  -6.45  -0.15  1.62  0.3606
H  -5.17  0.48  2.45  0.2728
H  -1.71  1.01  -2.16  0.1547
H  0.54  0.92  -2.48  0.3800
H  0.37  2.63  -1.68  0.3541
H  0.72  -1.08  -1.24  0.2997
H  1.37  -3.76  -2.05  0.3804
H  1.99  -4.28  -0.54  0.5883
H  0.44  -3.59  -0.77  0.4121
H  3.77  -3.30  0.50  0.1957
H  4.83  -1.30  1.01  0.5806
H  3.91  2.16  -0.23  0.2705
H  2.24  1.95  1.88  0.2185
H  3.76  2.95  1.95  0.3611
H  3.61  1.13  2.69  0.3069
H  5.85  0.81  1.70  0.7638
H  6.00  0.74  0.10  0.8297
H  6.03  2.19  1.06  0.3282


# 2
C15H21N5O3S2 in the gas phase, computed with ωB97M-V/def2-TZVPD.

The structure (SMILES) is CCOC(=O)c1sc(NC(=O)CSc2n[nH]c(CC(C)C)n2)nc1C. The HOMO energy comes out at -8.58 eV. The total energy is -51160.7039 eV. The net charge is 0. The largest force on an atom comes out at 1.19 eV/Å. As for the energy above the lowest of the compared OMol25 structures with the same formula, charge and spin: 0.0 kcal/mol. Its orbital gap is 8.815 eV. The calculation puts the LUMO energy at 0.00870 Ha.

Each line ends with the Mulliken charge.
Element x y z (Å)
C  -0.07  -5.95  0.24  -1.2348
C  -0.44  -5.04  1.40  -0.2480
O  -0.78  -3.76  0.86  -0.2364
C  -1.10  -2.81  1.75  0.3167
O  -1.11  -2.98  2.95  -0.6551
C  -1.42  -1.56  1.08  1.2450
S  -1.32  -1.45  -0.66  -0.1928
C  -1.80  0.22  -0.53  0.3806
N  -1.97  1.10  -1.55  -0.0262
C  -1.51  1.20  -2.85  0.2953
O  -1.59  2.26  -3.41  -0.6072
C  -1.00  -0.05  -3.53  0.0566
S  0.64  0.27  -4.28  -0.2243
C  1.48  0.74  -2.84  0.1709
N  2.75  1.06  -2.81  -1.0206
N  2.95  1.36  -1.51  0.3434
C  1.81  1.21  -0.81  0.1102
C  1.67  1.47  0.64  -0.4880
C  1.35  2.94  0.95  0.6361
C  0.01  3.35  0.36  -1.2066
C  2.46  3.87  0.46  -1.6222
N  0.86  0.81  -1.63  0.1370
N  -2.02  0.62  0.69  -0.4461
C  -1.81  -0.35  1.61  -0.4730
C  -2.01  -0.04  3.05  -1.3238
H  -0.91  -6.04  -0.44  0.3095
H  0.19  -6.93  0.63  0.3942
H  0.78  -5.54  -0.30  0.3100
H  0.39  -4.92  2.10  0.3277
H  -1.30  -5.42  1.96  0.3215
H  -2.29  2.01  -1.20  0.3057
H  -0.92  -0.91  -2.87  -0.0550
H  -1.65  -0.28  -4.38  0.3934
H  3.87  1.65  -1.19  0.2350
H  0.86  0.84  1.02  -0.1581
H  2.60  1.18  1.14  0.5541
H  1.29  3.03  2.04  0.3979
H  -0.22  4.38  0.62  0.4731
H  0.03  3.27  -0.72  0.2746
H  -0.78  2.71  0.74  0.1515
H  2.27  4.89  0.79  0.4402
H  2.51  3.87  -0.62  0.3477
H  3.43  3.57  0.86  0.3624
H  -1.40  0.82  3.33  0.2852
H  -1.74  -0.90  3.65  0.3185
H  -3.05  0.22  3.22  0.3241


# 3
C15H21NO2 in the gas phase, computed with ωB97M-V/def2-TZVPD.

The structure (SMILES) is CCCN(Cc1ccc(C)o1)Cc1ccc(C)o1. The HOMO energy comes out at -7.87 eV. The total energy is -21469.4513 eV. The net charge is 0. The largest force on an atom comes out at 17.02 eV/Å. As for the energy above the lowest of the compared OMol25 structures with the same formula, charge and spin: 282.3 kcal/mol. Its orbital gap is 8.732 eV. The calculation puts the LUMO energy at 0.03171 Ha.

Each line ends with the Mulliken charge.
Element x y z (Å)
C  -0.23  -4.19  0.34  -1.1024
C  0.57  -3.49  -0.90  -1.3012
C  1.25  -2.10  -0.45  -1.0085
N  0.18  -1.30  0.12  0.4951
C  -0.56  -0.67  -1.01  -1.1330
C  -1.88  0.01  -0.24  0.3539
C  -2.92  -0.57  0.62  -0.6810
C  -3.77  0.63  0.59  -0.5295
C  -3.29  1.74  0.01  -0.0363
C  -3.80  3.32  0.03  -0.8866
O  -2.03  1.37  -0.51  -0.3481
C  0.78  -0.33  1.14  -1.6087
C  1.79  0.48  0.90  1.0742
C  3.12  0.22  0.67  -0.3829
C  3.63  1.48  0.35  -0.4886
C  2.71  2.34  -0.05  0.0936
C  2.68  3.75  -0.96  -1.1118
O  1.48  1.70  0.42  -0.3098
H  0.48  -4.50  0.83  0.4807
H  -0.98  -3.49  1.00  0.1473
H  -0.83  -5.03  -0.08  0.3490
H  -0.36  -3.32  -1.67  0.2220
H  1.21  -3.93  -1.31  1.0895
H  1.68  -1.70  -1.24  0.5352
H  1.79  -2.58  0.33  0.4057
H  -0.81  -1.33  -1.62  0.9404
H  -0.01  0.27  -1.20  0.1678
H  -2.97  -1.49  0.91  0.7693
H  -4.67  0.53  1.14  0.4265
H  -4.78  3.30  0.46  0.3103
H  -3.89  3.21  -1.14  0.2463
H  -2.99  3.90  0.46  0.2815
H  1.02  -0.98  1.96  0.3865
H  -0.17  0.17  1.45  0.5127
H  3.72  -0.68  1.19  0.2322
H  4.71  1.53  0.14  0.3596
H  2.36  4.33  -0.03  0.2743
H  2.06  3.40  -1.61  0.4773
H  3.72  4.04  -1.03  0.2977